{"formula": "C45H108ClFN7O4P", "method": "the ωB97M-V functional and the def2-TZVPD basis", "energy_ev": -91565.320, "smiles": "CC[C@@H](O)O[C@H](CCCCl)[C@@](CCF)(C[C@H](O)CN)N(C)P(C)O.CCN(CC)CC.CCN(CC)CC.CCN(CC)CC.CCN(CC)CC.CCN(CC)CC", "homo_lumo_gap_ev": 8.49, "multiplicity": 1, "homo_energy_ev": -8.0, "symbols": ["C", "C", "C", "O", "O", "C", "C", "C", "C", "Cl", "C", "C", "C", "F", "C", "C", "O", "C", "N", "N", "C", "P", "C", "O", "H", "H", "H", "H", "H", "H", "H", "H", "H", "H", "H", "H", "H", "H", "H", "H", "H", "H", "H", "H", "H", "H", "H", "H", "H", "H", "H", "H", "H", "H", "H", "H", "H", "C", "C", "N", "C", "C", "C", "C", "H", "H", "H", "H", "H", "H", "H", "H", "H", "H", "H", "H", "H", "H", "H", "C", "C", "N", "C", "C", "C", "C", "H", "H", "H", "H", "H", "H", "H", "H", "H", "H", "H", "H", "H", "H", "H", "C", "C", "N", "C", "C", "C", "C", "H", "H", "H", "H", "H", "H", "H", "H", "H", "H", "H", "H", "H", "H", "H", "C", "C", "N", "C", "C", "C", "C", "H", "H", "H", "H", "H", "H", "H", "H", "H", "H", "H", "H", "H", "H", "H", "C", "C", "N", "C", "C", "C", "C", "H", "H", "H", "H", "H", "H", "H", "H", "H", "H", "H", "H", "H", "H", "H"], "xyz": [[-6.772588, -4.307097, 0.925466], [-6.224795, -3.162585, 1.783761], [-5.345770, -2.197268, 1.021979], [-5.206531, -1.026854, 1.827658], [-4.095262, -2.785086, 0.806764], [-3.427437, -2.367610, -0.393457], [-3.924867, -3.199452, -1.570953], [-3.960914, -4.718164, -1.360017], [-4.869845, -5.393962, -2.374094], [-4.140528, -5.339337, -4.017245], [-1.878633, -2.323537, -0.098984], [-1.046340, -2.732720, -1.329389], [-0.872526, -1.686818, -2.411934], [-2.074789, -1.051778, -2.735602], [-1.568246, -0.855451, 0.280722], [-0.114693, -0.414036, 0.494022], [0.723346, -1.532299, 0.731545], [0.004777, 0.634042, 1.632389], [0.939894, 1.697931, 1.243899], [-1.536102, -3.210391, 1.037388], [-1.650903, -2.699065, 2.393837], [-1.311172, -4.850039, 0.805367], [-2.482828, -5.600153, 2.018101], [0.090168, -5.070026, 1.683232], [-6.195365, -5.222767, 1.059754], [-7.796034, -4.549768, 1.210967], [-6.760657, -4.072291, -0.140061], [-7.014507, -2.614546, 2.291281], [-5.582001, -3.577860, 2.564850], [-5.805818, -1.893039, 0.073663], [-4.363287, -0.634895, 1.600857], [-3.755414, -1.340144, -0.585650], [-4.952960, -2.870626, -1.769220], [-3.375321, -2.991312, -2.483542], [-4.268916, -4.979372, -0.348854], [-2.957158, -5.115292, -1.529101], [-5.826699, -4.882756, -2.458184], [-5.016694, -6.444824, -2.145002], [-0.042781, -2.958692, -0.963063], [-1.420486, -3.648955, -1.779442], [-0.159309, -0.907335, -2.149611], [-0.504631, -2.164056, -3.321806], [-1.950888, -0.240895, -0.537020], [-2.179081, -0.584225, 1.142956], [0.272576, 0.115258, -0.381652], [1.558998, -1.241645, 1.099084], [-0.974304, 1.037704, 1.892680], [0.427834, 0.116466, 2.495225], [0.444708, 2.514990, 0.922648], [1.578464, 1.948157, 1.981108], [-2.548470, -2.097532, 2.534825], [-1.748134, -3.530984, 3.090324], [-0.778136, -2.119971, 2.702725], [-1.948440, -5.890061, 2.924384], [-3.305736, -4.935034, 2.273320], [-2.879155, -6.507906, 1.559270], [0.597915, -5.772371, 1.276403], [-6.263605, 4.273969, -5.899117], [-5.722500, 3.352321, -4.816117], [-5.608473, 1.973498, -5.250988], [-5.397192, 1.035788, -4.162379], [-4.096081, 1.148551, -3.360991], [-4.806427, 1.755518, -6.442242], [-3.353219, 2.249199, -6.432229], [-7.199612, 3.886065, -6.302802], [-6.455322, 5.262976, -5.481035], [-5.559160, 4.399324, -6.722249], [-6.414018, 3.370501, -3.969460], [-4.769467, 3.762809, -4.444634], [-5.479128, 0.022561, -4.565747], [-6.240372, 1.144853, -3.471887], [-3.236863, 0.800581, -3.927107], [-4.160757, 0.526457, -2.466380], [-3.907572, 2.173427, -3.035391], [-5.318829, 2.227297, -7.284873], [-4.822463, 0.685860, -6.664059], [-3.272712, 3.272151, -6.061071], [-2.957286, 2.239950, -7.449819], [-2.705807, 1.615650, -5.827397], [4.559448, -1.504880, 7.550263], [3.630067, -2.161601, 6.540867], [2.980717, -1.205857, 5.661638], [1.872408, -1.772026, 4.915948], [2.173265, -2.883364, 3.905347], [3.868285, -0.328965, 4.919899], [4.933706, -0.971523, 4.021878], [4.038075, -0.721619, 8.101850], [4.912026, -2.249274, 8.264992], [5.438475, -1.066182, 7.076200], [2.843168, -2.689121, 7.087311], [4.191495, -2.933159, 5.989502], [1.349377, -0.954738, 4.408568], [1.156551, -2.162074, 5.647552], [2.667758, -2.508625, 3.008929], [1.239663, -3.348868, 3.580559], [2.794606, -3.668393, 4.338296], [4.376759, 0.320811, 5.636931], [3.247697, 0.343658, 4.320525], [5.474215, -1.766007, 4.537809], [5.666263, -0.217551, 3.726716], [4.511409, -1.387337, 3.107988], [3.435073, 4.130133, -1.015391], [2.487488, 3.296820, -1.865014], [1.760842, 4.080594, -2.846354], [0.634418, 3.373746, -3.430473], [0.916843, 2.119885, -4.266453], [2.579475, 4.853121, -3.762585], [3.621229, 4.106682, -4.606214], [2.909700, 4.974297, -0.565835], [3.844988, 3.515083, -0.213026], [4.276540, 4.516714, -1.592133], [1.750237, 2.837896, -1.201531], [3.053117, 2.466244, -2.317174], [0.063959, 4.084770, -4.034496], [-0.029635, 3.089798, -2.606780], [1.355425, 2.361777, -5.233831], [-0.019819, 1.591825, -4.459868], [1.582705, 1.427233, -3.749567], [3.102180, 5.619069, -3.181904], [1.914481, 5.410621, -4.426953], [4.211563, 3.412868, -4.006006], [4.314359, 4.825723, -5.048935], [3.168687, 3.549251, -5.425104], [3.180546, -6.403523, 6.009478], [2.246199, -7.224786, 6.881843], [1.373774, -6.390396, 7.687754], [0.677423, -7.115791, 8.734551], [-0.331915, -8.192250, 8.318521], [0.589280, -5.412140, 6.951954], [-0.325757, -5.914198, 5.827424], [3.727532, -5.673287, 6.608452], [3.906285, -7.048536, 5.512650], [2.627327, -5.869137, 5.235868], [2.842913, -7.836582, 7.563675], [1.691589, -7.928431, 6.240370], [0.176764, -6.386220, 9.376849], [1.440089, -7.585853, 9.363605], [-1.244618, -7.761449, 7.908590], [-0.617782, -8.782667, 9.191346], [0.085598, -8.879618, 7.582019], [1.281195, -4.682071, 6.520687], [-0.002510, -4.846793, 7.676206], [0.188105, -6.611305, 5.163943], [-0.652099, -5.068286, 5.217925], [-1.221163, -6.403220, 6.208898], [7.229926, 8.549811, -4.772901], [5.739605, 8.288585, -4.613716], [5.034527, 9.389860, -3.985447], [3.697104, 9.041094, -3.542613], [2.661679, 8.656118, -4.605115], [5.178771, 10.680912, -4.634822], [4.775935, 10.793070, -6.110892], [7.674394, 8.838564, -3.819716], [7.728421, 7.644868, -5.122488], [7.434172, 9.335905, -5.500701], [5.608834, 7.411295, -3.973428], [5.319748, 8.018408, -5.596402], [3.306533, 9.869899, -2.946054], [3.798220, 8.202230, -2.845693], [2.313385, 9.517034, -5.174407], [1.787337, 8.219207, -4.117702], [3.051489, 7.912556, -5.301764], [6.223878, 10.988410, -4.544437], [4.617103, 11.413113, -4.049843], [5.190696, 9.980678, -6.709274], [5.158056, 11.728876, -6.523438], [3.695456, 10.797622, -6.246301]], "atomic_forces_ev_per_a": [[-0.0518, -0.1357, 0.1367], [0.3301, -0.3655, 0.0520], [-0.1832, 0.4695, 0.4120], [-0.1752, -0.3392, 0.0035], [-0.0699, -0.1497, -0.2436], [0.0035, 0.1567, 0.0460], [-0.4090, -0.4641, 0.1143], [0.3548, 0.1717, -0.5812], [0.1168, 0.1103, 0.1669], [-0.0173, 0.0207, -0.0427], [0.1079, 0.1100, 0.3027], [0.2005, 0.0118, -0.0324], [0.2389, -0.1739, -0.1385], [-0.1025, 0.0249, -0.0885], [-0.0422, -0.0013, -0.4177], [0.1053, 0.4375, 0.5025], [-0.1140, -0.3258, 0.0519], [0.5133, -0.0383, -0.4279], [-0.0469, -0.3429, -0.0373], [-0.3116, 0.0947, -0.1055], [-0.1564, 0.0158, 0.1546], [0.0394, -0.0053, 0.0030], [0.0879, -0.2090, -0.0009], [-0.0306, -0.0359, 0.1339], [0.0812, 0.0555, -0.0524], [-0.0245, 0.0353, -0.0869], [-0.0797, 0.0869, -0.0184], [-0.0683, 0.1417, -0.1534], [-0.0906, 0.0964, 0.1143], [0.0267, -0.1290, -0.1222], [0.2393, 0.2452, -0.0829], [0.1616, 0.0545, -0.1677], [0.0085, 0.0309, 0.0220], [0.0375, 0.2222, 0.0129], [-0.0922, 0.0189, 0.0257], [-0.0470, -0.1401, 0.2985], [-0.0786, -0.1121, 0.0382], [-0.0737, -0.0189, -0.0086], [-0.0128, 0.0110, -0.0456], [-0.1046, -0.0099, 0.0749], [-0.0723, 0.0634, 0.1586], [-0.0482, -0.0054, -0.0372], [-0.0404, 0.0027, 0.0359], [0.0814, -0.0890, 0.1242], [-0.2282, -0.0708, -0.1832], [0.2064, 0.2245, -0.0129], [-0.0722, -0.0636, 0.0981], [-0.2590, -0.0106, 0.1647], [0.1189, 0.1735, 0.0448], [-0.0878, 0.1896, 0.1109], [-0.0178, 0.0021, -0.0174], [0.1213, -0.0218, -0.0174], [0.0946, 0.0270, -0.1250], [-0.0390, 0.0357, 0.0291], [-0.0769, 0.0285, -0.1037], [-0.0933, -0.0126, 0.0733], [0.2703, -0.0924, -0.0847], [0.0011, 0.0271, 0.0128], [0.0153, 0.0909, -0.0363], [-0.0255, -0.0842, 0.0211], [-0.0635, -0.0783, 0.1316], [-0.0695, 0.0319, 0.0252], [0.0424, 0.0428, -0.1855], [0.0237, -0.0683, -0.0382], [0.0098, -0.0271, -0.0107], [0.0082, 0.0026, 0.0013], [-0.0013, -0.0059, -0.0056], [0.0246, -0.0576, 0.0312], [-0.0141, 0.0173, 0.0091], [0.0300, 0.0188, -0.0612], [0.0032, 0.0748, -0.0204], [0.0461, 0.0167, -0.0115], [0.0001, -0.0244, 0.0050], [-0.0191, 0.0070, -0.0137], [-0.0144, 0.0403, 0.0394], [-0.0020, -0.0237, 0.0798], [-0.0177, 0.0075, 0.0017], [-0.0091, -0.0024, -0.0015], [-0.0050, 0.0433, 0.0483], [0.0130, -0.0188, 0.0093], [0.0880, -0.0058, 0.0431], [-0.0782, 0.0354, 0.0068], [-0.1391, -0.1012, -0.0293], [-0.1877, -0.0056, -0.0527], [0.1450, 0.1097, 0.0016], [-0.0178, 0.0703, -0.0661], [-0.0082, 0.0174, -0.0213], [0.0046, -0.0066, -0.0036], [-0.0013, 0.0079, -0.0019], [-0.0416, -0.0105, -0.0561], [-0.0036, -0.0141, 0.0180], [0.0567, 0.0407, -0.0057], [0.0468, -0.0152, 0.0406], [0.0671, -0.0155, 0.0245], [0.0221, -0.0149, -0.0397], [0.0398, 0.0228, 0.0110], [0.0027, -0.0428, 0.0330], [-0.0591, -0.0530, -0.0100], [-0.0060, -0.0029, 0.0195], [-0.0032, 0.0052, 0.0063], [-0.0019, -0.0670, 0.0319], [0.0164, -0.0102, 0.0023], [0.0544, -0.0142, 0.0610], [-0.0961, -0.0108, -0.0221], [-0.1472, -0.0299, 0.0227], [-0.0565, 0.0033, -0.0418], [0.1756, 0.1690, -0.0624], [-0.0141, 0.0520, -0.0607], [-0.0073, 0.0185, -0.0292], [0.0023, -0.0101, -0.0058], [-0.0008, 0.0124, 0.0007], [-0.0183, -0.0591, -0.0632], [0.0043, -0.0096, 0.0276], [0.0496, 0.0272, -0.0225], [0.0471, -0.0086, 0.0377], [0.0501, -0.0060, 0.0177], [-0.0092, 0.0078, 0.0090], [0.0162, 0.0117, 0.0122], [0.0002, -0.0350, 0.0390], [-0.0823, -0.0661, 0.0175], [-0.0017, 0.0038, 0.0183], [-0.0061, 0.0067, 0.0051], [-0.0017, -0.0607, 0.0384], [0.0343, 0.0172, -0.0622], [0.0231, 0.0255, -0.0769], [-0.0311, -0.0152, 0.0587], [-0.0093, -0.0600, 0.1298], [-0.0479, 0.0148, 0.0533], [0.0020, 0.1619, -0.1139], [-0.0604, 0.0506, 0.0391], [-0.0305, 0.0181, 0.0167], [-0.0270, -0.0255, -0.0037], [0.0591, 0.0066, -0.0364], [-0.0530, 0.0021, 0.0584], [0.0121, -0.0142, 0.0027], [-0.0124, 0.0390, -0.0469], [0.0378, -0.0094, -0.0544], [0.0185, 0.0016, -0.0497], [0.0079, 0.0039, 0.0049], [0.0126, 0.0089, -0.0118], [0.0237, -0.0422, 0.0001], [-0.0132, -0.0648, 0.0518], [0.0188, 0.0105, -0.0105], [0.0218, 0.0058, -0.0118], [0.0252, -0.0647, -0.0021], [0.0098, -0.0237, -0.0132], [0.0741, -0.0099, -0.0609], [-0.0454, -0.0148, 0.0570], [-0.0947, -0.0819, 0.1086], [-0.0951, 0.0064, 0.0578], [0.1150, 0.1403, -0.0731], [-0.0355, 0.0717, 0.0195], [-0.0163, 0.0251, 0.0060], [-0.0031, -0.0009, -0.0086], [-0.0002, 0.0075, 0.0034], [-0.0691, 0.0103, 0.0156], [0.0126, -0.0219, 0.0026], [0.0381, 0.0527, -0.0416], [0.0430, -0.0221, -0.0342], [0.0578, -0.0031, -0.0424], [0.0083, -0.0111, 0.0054], [0.0116, 0.0079, -0.0120], [0.0123, -0.0561, -0.0054], [-0.0586, -0.0531, 0.0227], [0.0142, -0.0095, 0.0098], [0.0030, 0.0011, 0.0074], [0.0009, -0.0679, -0.0127]], "lowdin_charge": [-0.077, -0.158, -0.425, 0.009, -0.081, -0.234, -0.145, -0.282, -0.567, 0.547, -0.361, -0.131, -0.158, -0.061, -0.079, -0.346, -0.033, -0.198, 0.012, -0.279, -0.088, 0.878, -0.241, -0.301, 0.069, 0.072, 0.065, 0.117, 0.117, 0.153, 0.068, 0.133, 0.116, 0.092, 0.089, 0.067, 0.064, 0.070, 0.116, 0.085, 0.105, 0.125, 0.120, 0.098, 0.120, 0.089, 0.113, 0.100, 0.067, 0.060, 0.081, 0.067, 0.073, 0.023, 0.025, 0.027, 0.031, -0.092, -0.278, -0.201, -0.245, -0.084, -0.245, -0.081, 0.079, 0.071, 0.063, 0.117, 0.101, 0.113, 0.109, 0.043, 0.056, 0.070, 0.101, 0.115, 0.065, 0.072, 0.048, -0.087, -0.274, -0.195, -0.243, -0.070, -0.246, -0.079, 0.080, 0.073, 0.064, 0.112, 0.100, 0.095, 0.108, 0.053, 0.054, 0.056, 0.102, 0.107, 0.066, 0.072, 0.052, -0.087, -0.277, -0.196, -0.248, -0.079, -0.250, -0.073, 0.079, 0.070, 0.063, 0.091, 0.104, 0.111, 0.106, 0.056, 0.060, 0.065, 0.091, 0.109, 0.067, 0.064, 0.056, -0.087, -0.272, -0.198, -0.252, -0.086, -0.242, -0.074, 0.075, 0.075, 0.051, 0.117, 0.103, 0.111, 0.109, 0.055, 0.069, 0.066, 0.081, 0.117, 0.068, 0.060, 0.057, -0.090, -0.279, -0.201, -0.249, -0.088, -0.247, -0.082, 0.080, 0.072, 0.064, 0.112, 0.102, 0.112, 0.102, 0.055, 0.069, 0.063, 0.101, 0.114, 0.065, 0.071, 0.054]}